# C13H32O9V

A molecular structure, C13H32O9V at a distorted geometry (ωB97M-V with the def2-TZVPD basis set, the Open Molecules 2025 dataset).

Structure (XYZ):
```
55
Properties=species:S:1:pos:R:3:forces:R:3:mulliken_charge:R:1
O 0.477685 -0.101769 0.686426 -0.520 -0.538 0.616 -0.4012
V -0.615128 -0.915119 1.549645 -0.128 0.734 0.774 1.3513
O -0.794831 -2.354190 0.858628 -0.084 0.653 0.228 -0.6927
C -1.784415 -0.044120 3.765193 -2.262 0.531 3.101 0.9473
O -2.371512 0.430957 4.770655 0.409 0.054 -0.332 -0.8379
O -2.005128 -1.251155 3.392489 1.079 -1.291 -2.375 -0.7063
O -0.960798 0.652146 3.077186 1.887 -0.056 -2.696 -0.6577
C -2.228215 -0.044814 -2.180847 0.617 0.193 0.553 -0.6253
C -3.039639 -0.151778 -0.888481 0.100 -0.229 -0.314 0.7556
C -3.609825 -1.528687 -0.662968 -0.694 -0.071 -0.166 -1.4893
O -2.205336 0.181529 0.220450 -0.077 0.108 0.427 -0.1539
H -2.748226 -0.309047 -3.100741 -0.224 -0.076 0.142 0.4328
H -1.342041 -0.671328 -2.059031 -0.080 -0.138 -0.135 -0.2438
H -1.848341 0.976498 -2.258628 -0.079 0.030 -0.163 0.1045
H -3.811635 0.626675 -0.914336 -0.284 -0.305 0.007 0.2116
H -2.837727 -2.294417 -0.726905 0.039 0.051 -0.067 0.2129
H -4.394983 -1.702382 -1.405768 0.162 -0.206 -0.116 0.4429
H -4.089615 -1.624999 0.311220 0.166 0.177 0.101 0.3588
H -2.448778 1.094955 0.430676 0.805 0.107 0.522 0.0202
C 2.081804 -0.593344 4.853374 -0.373 -0.410 -0.714 -1.4294
C 2.009484 -0.620850 3.330340 1.155 0.434 -0.279 0.9419
C 3.362836 -0.882563 2.670717 0.822 -0.076 0.332 -1.3244
O 1.126812 -1.640099 2.860424 -0.445 0.664 0.111 -0.4797
H 2.431366 -1.563057 5.221968 0.412 0.104 0.032 0.3177
H 1.084790 -0.484630 5.279744 0.020 0.482 -0.062 0.3598
H 2.762498 0.218356 5.104623 -0.088 -0.082 0.486 0.3830
H 1.706952 0.349105 2.938557 -0.772 -0.228 0.137 0.0022
H 4.162116 -0.187279 2.948987 -0.349 0.294 0.257 0.3828
H 3.318012 -0.827015 1.583925 -0.323 -0.253 -0.001 0.2546
H 3.768047 -1.848617 2.996759 -0.169 -0.203 -0.236 0.3711
H 1.545405 -2.466724 3.118156 -0.545 -0.315 -0.267 0.3185
C -1.311070 4.825559 -1.479012 -0.274 -0.340 0.203 -1.5520
C -1.046741 3.534261 -0.686664 0.286 0.878 0.471 1.0321
C 0.016483 3.672480 0.409145 0.055 -0.259 -1.012 -1.1893
O -2.231967 3.098408 -0.044517 -0.647 -0.451 0.222 -0.5649
H -1.785248 5.611064 -0.887702 0.047 -0.118 0.231 0.3336
H -2.006701 4.549445 -2.276631 0.063 0.256 -0.199 0.4233
H -0.404229 5.243683 -1.914816 0.043 -0.168 -0.077 0.3862
H -0.694939 2.811402 -1.429933 -0.043 -0.328 0.204 -0.0531
H -0.231953 4.389055 1.189908 -0.139 0.181 -0.209 0.3155
H 0.894485 3.976663 -0.167768 0.325 0.133 0.520 0.3538
H 0.224750 2.716175 0.888742 -0.109 -0.092 -0.094 0.1497
H -3.026159 3.271434 -0.560994 0.219 0.138 -0.219 0.3078
C 1.504221 -2.085039 -2.163380 -0.014 0.095 0.138 -0.8009
C 2.542330 -2.350873 -3.236765 -1.165 -0.157 -0.696 0.5864
C 1.900537 -2.948164 -4.504040 0.250 -0.563 0.464 -1.3755
O 3.113829 -1.106692 -3.568391 0.663 0.529 -0.099 -0.5406
H 0.769120 -1.327606 -2.440425 0.185 0.045 -0.413 0.0040
H 1.984084 -1.678621 -1.273099 -0.116 -0.293 0.181 0.0453
H 0.926202 -2.984991 -1.951584 0.231 -0.049 0.333 0.4490
H 3.299542 -3.048233 -2.856026 0.025 0.048 0.022 0.1566
H 2.647338 -3.298166 -5.223284 0.125 0.159 0.011 0.4016
H 1.251642 -2.231704 -5.006092 -0.082 0.062 0.172 0.3432
H 1.331971 -3.836397 -4.217345 -0.155 0.074 -0.126 0.3460
H 3.630814 -1.225382 -4.371742 0.049 0.080 0.068 0.3144
```
Positions in Å, forces in eV/Å.

LUMO energy ... 2.56 eV
Energy above the lowest of the compared OMol25 structures with the same formula, charge and spin ... 22.3 kcal/mol
Total charge ... -1